No. 1
The following is a DFT calculation (ωB97M-V/def2-TZVPD) of a molecular structure, C36H45FeN5OP2S2.

```
! RIJCOSX wB97M-V def2-TZVPD def2/J DEFGRID3
* xyz 1 6
H -1.90497 4.76602 4.19940
C -1.70156 -4.44675 2.19705
N -2.19495 3.75488 0.69959
H -2.05518 1.16142 3.58316
C -1.68283 -2.44323 0.86334
C -1.70166 2.98502 1.71001
C 4.48841 -3.56679 -0.39392
H 0.77117 -0.01581 -2.48878
H -2.73087 2.28210 4.76529
H 1.31151 -2.50606 -2.03442
H 0.04633 -3.79948 5.78179
C -3.62546 3.95273 0.53415
C -0.80399 -4.23574 -4.03372
C 0.42921 2.23196 -5.00438
H -1.53255 3.03436 -1.18899
H 1.19094 5.44337 -1.51940
C 5.72286 -3.01614 -0.07143
H 6.74982 -1.39934 0.89118
C 5.79000 -1.82888 0.64047
H -0.99454 2.32511 4.42519
H 0.62973 5.47546 -3.91486
C -1.98501 2.17482 3.97868
H 6.63135 -3.51413 -0.37711
C 1.32245 -1.88073 2.68706
C 2.03542 -2.96467 3.17991
C -1.12482 -3.67316 1.20906
H -0.99776 3.76035 -4.51941
C 0.39057 -3.75580 -3.52432
C 0.40431 -3.26212 4.91548
C 0.99579 4.46644 -4.11898
C -0.31054 -2.17391 4.42902
H -3.26167 -1.04991 1.24152
H -3.82632 4.99064 0.26490
H 2.13623 -4.49630 4.67189
H -0.31126 1.83781 2.38993
H -3.31154 -4.61605 3.60283
P -0.83165 -1.44156 -0.39503
H 1.37579 2.11922 -5.54599
O 1.10808 2.01938 -1.47646
C -2.01052 -3.86848 -3.44775
C 0.71924 -0.87240 -0.04930
H 1.95835 4.56616 -4.63287
H -2.95576 -2.74564 -1.89071
C -0.81348 -2.54382 -1.83664
H 2.36579 -3.35669 -0.26250
C 4.62456 -1.19017 1.03345
H -2.94311 -4.24389 -3.84449
H -0.41327 -0.64573 2.93995
H 4.67518 -0.26017 1.58472
C -2.01547 -3.02611 -2.35121
C 0.38513 -2.90650 -2.42939
C -1.43018 3.89822 -0.52361
Fe 0.31216 1.08339 0.04028
C -2.85298 -4.00589 2.83700
N -2.28266 3.13710 2.93746
H -0.31176 1.60816 -5.50625
P 1.84515 -0.95519 1.21807
H -0.37805 4.04699 -0.27918
S 2.15356 0.96749 1.71402
H 4.43538 -4.49431 -0.94693
H -1.79083 4.78004 -1.05505
C 0.60754 0.26711 -3.52837
C 1.57432 -3.65487 4.29199
H 2.95124 -3.27880 2.69966
N 1.19231 3.80791 -2.83426
H 2.76774 5.01914 -2.20849
H -4.15519 3.71242 1.45091
C -3.41672 -2.78944 2.49103
H -2.59804 5.18633 2.62653
N 0.57989 1.71571 -3.65201
C 3.39049 -1.73657 0.70808
H -0.33428 -0.15439 -3.88072
H -1.25721 -5.39395 2.46817
H -4.31954 -2.45060 2.98126
C 0.96482 2.49475 -2.64099
C 3.32720 -2.92704 -0.00810
C -2.62532 4.46109 3.43398
C -0.00130 3.68534 -4.95940
H -0.23341 -4.02658 0.70409
H -0.05106 4.09710 -5.96703
C 1.83497 4.61133 -1.81198
H 2.06375 4.00032 -0.94353
S -1.89637 0.21470 -0.79730
H -3.99612 3.30061 -0.26202
C -2.82879 -2.00549 1.51116
N -0.71334 2.14909 1.51105
C 0.14938 -1.48812 3.32440
H -0.79993 -4.89653 -4.88830
H 1.42891 -0.13349 -4.13010
H -3.62334 4.45702 3.87683
H -1.22924 -1.87007 4.90936
H 1.32934 -4.04111 -3.97864
*
```

Computed properties:
Frontier orbital gap (alpha / beta): 0.302 / 0.285 hartree
HOMO (alpha / beta): -9.77 / -10.29 eV
Maximum force: 0.71 eV Å⁻¹
ΔE to the lowest compared entry with this formula, charge and spin: 0.0 kcal/mol
⟨S²⟩: 8.764

No. 2
The following is a DFT calculation (ωB97M-V/def2-TZVPD) of 9 unconnected molecules or ions with the total composition C36H45N9.

```
! RIJCOSX wB97M-V def2-TZVPD def2/J DEFGRID3
* xyz -1 2
C -2.04335 3.62139 -1.38203
H -3.11211 1.68356 4.36675
C -2.35439 4.49672 -5.41139
H -3.05329 3.26137 0.62695
H -3.27203 -5.17276 0.42238
H -1.75418 -0.10194 3.24464
C 0.24923 0.89173 -0.22084
C 4.43138 0.23184 3.71171
N 1.31278 -4.14160 -2.75744
N -2.21309 4.69508 -2.25919
H -1.01590 -4.06725 0.74318
H -5.80248 0.94849 -0.32378
C 6.45007 0.90805 4.18453
H -3.96773 5.77288 0.28819
C -3.93355 -4.21315 2.14813
H -6.22006 -1.59241 0.84705
C -5.14638 0.11675 -0.11367
C 6.87413 -1.85694 0.07926
H 7.36293 -0.85730 3.13370
H 2.25075 -4.40337 -3.02538
N -0.51446 5.26238 -6.26416
C -1.96340 -3.31800 2.63688
H 5.12377 -1.37327 2.40505
H -1.94050 3.78233 4.87675
N 5.30656 -0.61447 3.04607
H -1.48591 -2.91167 -3.60734
C 0.70643 -1.31881 -0.26919
H 1.17597 -2.28583 -0.16522
C -3.31921 5.26473 -0.41009
C -5.34853 -1.11218 0.42728
C -1.38179 0.86154 3.55998
H -3.61855 -2.95263 3.97541
C 0.66103 -3.22362 -3.44385
C 0.51762 -4.88938 -1.91166
H 0.55269 3.41798 3.70400
C -0.39770 0.30097 -1.33279
H -0.95639 0.84584 -2.07937
H 5.04866 -0.75963 -0.56903
N 0.02340 -0.98007 -1.41369
C -1.45265 2.95888 4.37642
H -3.90254 -2.59676 1.00835
H -0.13324 -1.69492 -2.10979
H -1.16464 -2.71673 3.04535
N 5.73939 -3.47150 1.18129
H 0.73199 0.86635 2.96203
H -2.21093 -1.38448 -0.41497
H -1.42808 2.81203 -4.21444
N -4.14577 -1.72608 0.55797
H 7.31044 1.45490 4.54108
H 0.27436 1.88749 0.19659
C -1.83063 -3.94073 1.44076
C -0.19133 4.17422 -5.45228
C 5.55831 -1.56759 -0.06520
C -2.81890 3.88203 -0.22525
C -0.78032 -4.39706 -2.10623
H -2.29921 6.18282 -6.93963
N -3.01695 -4.61657 1.22593
C 7.03463 -3.07281 0.77173
C -1.86216 5.43015 -6.30020
C 6.52202 -0.25964 3.45321
C -2.88670 5.69508 -1.63013
N -2.10956 1.75767 4.26926
H -1.72102 -4.72701 -1.69076
H 3.36132 0.14396 3.59487
H 1.19792 -2.65498 -4.18870
C 4.82521 -2.55315 0.58850
H -3.37807 4.34716 -5.10138
H -3.17141 6.55722 -2.21498
H 1.03460 -5.61402 -1.30007
C 0.98123 -0.15971 0.35674
H 0.86885 4.02418 -5.31121
H -1.61761 2.64886 -1.58034
H 0.17081 5.87793 -6.67840
C 5.11640 1.19073 4.36145
H 5.50173 -4.38558 1.53918
H -3.31470 0.98621 -0.96501
C -3.81513 0.15104 -0.49762
H 1.65269 -0.04086 1.19424
H -1.96266 4.75260 -3.23596
C -0.13354 1.32986 3.41194
C -3.22674 -1.05886 -0.24617
H 7.89453 -3.70122 0.95083
C -1.29632 3.62587 -4.91208
H 4.54358 1.94092 4.88632
H -4.96235 -4.51067 2.00867
C -0.17376 2.63412 3.85963
H 3.74881 -2.63861 0.60989
H 7.62724 -1.31480 -0.47328
C -3.26206 -3.38606 3.05267
C -0.65931 -3.33888 -3.05904
*
```

Computed properties:
Frontier orbital gap (alpha / beta): 0.061 / 0.284 hartree
HOMO (alpha / beta): 0.44 / -5.65 eV
Maximum force: 3.87 eV Å⁻¹
ΔE to the lowest compared entry with this formula, charge and spin: 1.7 kcal/mol
⟨S²⟩: 0.751

No. 3
The following is a DFT calculation (ωB97M-V/def2-TZVPD) of a molecular structure, C36H46Cl3CsGeN5O2.

```
! RIJCOSX wB97M-V def2-TZVPD def2/J DEFGRID3
* xyz 0 2
H -1.75978 -1.83350 -1.73175
C 2.08643 0.84412 1.90736
C -0.88034 4.78950 2.17153
O 0.19377 2.57231 0.84414
Cl -1.37229 -1.19971 -4.58178
H 1.89323 4.88019 6.27447
C 0.45952 -0.42992 3.00767
C 2.17466 2.48009 3.82095
C -4.82434 4.75900 -0.65451
H -7.16965 -0.87260 0.01299
H -5.99090 2.27880 -0.64049
C 2.67179 -5.73539 -2.38877
N -1.26937 -1.66477 0.21789
C -6.70283 -0.03827 0.53938
H -3.75209 3.46947 0.69723
C -3.15643 -0.41850 -0.74738
H -2.86958 2.95784 -2.75059
H 2.67600 -7.76490 -3.10721
N 3.36621 -2.25683 -1.31576
H 5.87275 -3.35100 -0.73423
C 1.67208 2.09803 2.61885
H -5.81030 4.32663 -0.48968
C 0.89647 -4.85601 -0.96212
H -6.55552 -0.35164 1.57479
H 2.25392 3.17747 6.55792
H 4.11511 -0.01953 -0.70477
H 4.29350 -4.43213 -2.78989
H -1.24365 5.65732 2.71866
H 2.91414 0.90084 1.19544
C 3.20743 -6.82841 -3.27167
H -2.63703 6.23635 0.99217
H 4.29985 -2.03841 -3.84276
H 0.91735 -0.73235 3.95455
H 1.17137 -2.84108 -0.29445
C -2.59094 5.27245 0.48195
C 0.74522 4.38553 3.95904
Ge 0.77816 -1.61170 -3.94241
C -5.40051 0.34033 -0.10164
C -1.55155 -1.05033 1.51420
Cl 1.48253 -2.56054 -5.84740
C -2.00394 -1.37751 -0.77106
H 0.36612 5.26565 4.46873
N -1.48633 4.51587 1.04203
H 5.16919 -1.04203 0.25583
N 1.54440 -0.28808 2.04639
H 3.70425 -0.53996 -3.16956
C 0.65220 2.88800 1.97750
Cl 1.57833 0.57981 -4.53871
H 5.45171 -0.74451 -3.46257
C 4.69255 -1.80412 -1.72094
C -3.66801 3.02245 -2.01664
H 4.26822 -7.00028 -3.08763
H -2.34518 5.47306 -0.56318
H -0.84345 -4.09036 0.02828
N -4.22147 4.23683 -1.88031
H -1.09747 -1.78544 3.48354
C 4.99489 -0.65885 -0.75155
H -0.02115 -2.37520 2.22360
C 4.53579 -1.23921 -3.13673
H 5.91594 -3.47803 -2.49869
H 0.90382 -6.81646 -1.84170
C 2.35925 3.99549 5.84351
C -5.18453 1.55648 -0.64650
C 3.36981 -4.54956 -2.25084
Cs 0.87499 0.91318 -1.51688
C -4.34490 -0.64837 -0.15943
H -7.40130 0.79714 0.53410
H -0.06322 0.51604 3.19681
C 1.73504 3.64721 4.52337
C -3.93700 4.53714 0.57315
C 1.58246 -3.67236 -0.85386
C 0.17415 4.03430 2.70059
H -1.09432 3.68435 0.56602
H -4.97692 5.82674 -0.81979
H -4.48671 4.86191 1.45827
H -1.56886 0.04326 1.41406
C 1.45124 -5.88627 -1.73254
O -1.74225 1.16046 -1.73356
C 2.85293 -3.47926 -1.47380
C -3.95142 1.86542 -1.32621
H -1.14268 -5.53748 -0.94439
H 3.09257 -6.55898 -4.32302
H -4.53112 -1.61342 0.30183
H 3.42607 4.19645 5.73489
H 5.86807 -0.09007 -1.07376
H 2.94057 1.86497 4.28320
C -2.88094 0.88232 -1.33881
H -3.93382 4.92234 -2.55736
H -2.55337 -1.34697 1.83437
C -0.43033 -5.04813 -0.27761
H 6.79854 -2.20227 -1.71056
H -0.32311 -5.67886 0.60698
C 5.87532 -2.78327 -1.66641
C -0.54899 -1.49032 2.58560
*
```

Computed properties:
Frontier orbital gap (alpha / beta): 0.226 / 0.233 hartree
HOMO (alpha / beta): -7.05 / -7.24 eV
Maximum force: 1.05 eV Å⁻¹
ΔE to the lowest compared entry with this formula, charge and spin: 2.2 kcal/mol
⟨S²⟩: 0.798

No. 4
The following is a DFT calculation (ωB97M-V/def2-TZVPD) of a molecular structure, C36H47Br2N5O4Rb.

```
! RIJCOSX wB97M-V def2-TZVPD def2/J DEFGRID3
* xyz -1 1
C 3.09646 -2.89563 0.53925
H 1.72670 3.26671 -3.56555
H 1.74325 3.64386 0.50819
H 2.69503 -1.92866 0.85596
H 2.69519 -3.64056 1.22876
H 0.88935 -2.13854 -2.97875
N -2.64602 1.11315 -0.25968
H -5.73416 0.92666 1.03919
C -1.09295 -1.33498 5.62087
H 3.15205 -2.39375 -2.87431
C -3.05275 -2.89391 0.75599
N 0.24421 2.32086 1.08561
H 4.44963 -2.17933 -1.69037
C -1.05158 -3.55210 -0.67366
C 1.13674 -2.91416 6.16529
N -0.73414 1.51543 -2.09458
H -3.99954 -5.34302 -0.06807
H -3.83291 -2.58097 -1.88525
H -2.90112 -3.42194 -4.72471
H -1.24956 -5.79785 0.96255
H -4.15660 3.62049 -1.91072
H -2.68424 -5.26970 1.86229
H -3.07440 -0.99364 -1.89195
H 2.43287 1.14785 2.11377
C 3.36301 -2.18083 -1.82436
C -2.23542 -3.69254 -3.89807
H -1.30096 -4.07484 -4.31404
O -1.34136 -0.43297 2.95954
C 1.04363 -2.22653 4.96428
O -0.68330 -3.30925 9.18804
C -5.08497 2.34574 -0.44543
C 1.19909 -3.18389 -1.06297
H -3.88291 -1.60072 -3.34431
O 0.89692 -0.43277 2.79161
H 3.59295 2.37998 1.60998
H 1.07351 0.95806 -2.88088
H 3.41296 0.39196 0.12728
H 3.06776 1.76850 -0.67511
H 3.00444 -4.84994 -2.30102
C -4.91938 1.28774 0.42879
C -1.34524 -1.40308 -3.93292
H -1.17160 -4.37093 1.99663
N 0.20262 -3.49026 8.37631
C -3.25620 -1.88876 -2.49355
H -0.50417 2.99453 1.19409
H -0.49144 -1.78211 -4.49463
Br -6.76284 3.18470 -0.60292
H -3.39209 -2.16996 0.01768
C 2.70559 -3.21630 -0.90946
C 0.78034 3.08254 -3.07815
H -2.64843 -5.76559 -1.13895
H -1.96143 -0.74215 5.36875
C -1.31580 3.83372 -2.18881
C -2.26259 -4.05334 0.12535
C 0.46204 -2.63301 -2.11978
H -2.43063 -2.36429 1.48429
C -1.00886 -1.99040 6.84060
H -3.45010 -0.12254 1.16810
C -0.10929 4.10410 -2.81438
C -1.93494 -2.47591 -3.00437
C -1.80775 -4.92500 1.30585
H 0.53017 -4.27096 0.73001
C -0.93320 -2.84685 -1.90115
C -2.81991 2.13478 -1.08073
C -3.20580 -4.93393 -0.70179
N 2.74578 1.15195 0.06341
C 0.41170 1.79727 -2.69868
H -3.68449 -4.39849 -1.51762
Br 0.32223 5.87231 -3.28731
C -4.02693 2.80065 -1.21885
H 1.61525 3.48817 2.25735
H -2.69874 -4.50488 -3.34208
C -1.56884 2.51655 -1.84091
H -2.10306 -1.08998 -4.65779
H 4.34097 -4.65154 -1.14804
H -3.93202 -3.26422 1.29558
H 1.83351 -2.28741 4.22786
H -1.78535 -1.91583 7.58638
C 0.10716 -2.76757 7.07271
H 0.07880 1.58457 1.76817
H -1.02419 -0.52779 -3.36673
C 0.27528 -3.75580 -0.18445
Rb -0.18765 -0.57595 0.40130
H 2.80027 -5.36299 -0.62797
C -0.06832 -1.44018 4.68719
H 4.18495 -2.87602 0.66194
H 2.98465 -1.17688 -1.61319
O 1.20366 -4.14681 8.58297
C -0.18901 -0.70325 3.36615
H 1.98139 -3.54515 6.39610
C 3.25339 -4.60267 -1.26679
H -2.00875 4.62759 -1.94922
C 2.65481 1.87859 1.33313
C -3.66262 0.69850 0.49471
C 1.55302 2.92497 1.31553
*
```

Computed properties:
Frontier orbital gap: 0.195 hartree
HOMO: -3.59 eV
Maximum force: 1.42 eV Å⁻¹
ΔE to the lowest compared entry with this formula, charge and spin: 7.0 kcal/mol

No. 5
The following is a DFT calculation (ωB97M-V/def2-TZVPD) of a molecular structure, C36H47CrN5P2.

```
! RIJCOSX wB97M-V def2-TZVPD def2/J DEFGRID3
* xyz 0 5
H -1.16360 3.29851 2.09467
H 0.03133 0.51683 7.77169
H -1.85502 1.36158 6.41746
H 3.25746 -3.94356 -6.36415
H 6.30328 1.03526 -2.46593
H -3.69492 -0.87027 4.25069
C 3.44407 0.79012 -4.14775
H -3.43389 0.98893 5.63895
H -2.36010 -2.00879 3.97826
H -0.79713 -1.33569 6.72058
C 2.14440 1.36525 4.67545
H 2.68615 1.59787 1.89719
H -3.33005 -2.81268 -2.28444
C -2.55012 0.55460 6.13921
C 2.25557 2.16903 5.83322
H -3.23155 -2.01937 5.53434
H 0.42995 0.39373 -1.15161
C -0.45139 2.53614 2.47969
C -1.78030 3.25716 -4.29171
H 1.37931 -2.56450 3.97840
H -0.08815 2.93360 3.44891
C -5.11345 -1.36474 -4.70921
C -1.05111 0.43434 0.34872
C 5.30527 0.84177 -2.84438
H -1.23424 1.24765 -5.13201
C 2.60955 -3.57334 -3.12376
H 1.34905 3.44664 1.75971
P -1.88802 -0.31239 -2.48476
C 0.59290 0.82102 6.88507
H 2.84443 1.54500 3.85951
C 3.01157 -3.60627 -5.35732
H 0.29276 -1.15987 -0.33455
H 2.70332 0.91740 -4.91899
H -1.81319 -0.16146 -0.19890
H -5.86504 -1.27104 -5.49683
H 1.07630 -0.38202 -4.83490
C -1.61714 1.87122 -4.34416
H 3.17619 -5.47409 -4.10774
C -2.36432 3.57799 -3.02285
H 2.97417 2.99258 5.86913
H 5.24802 1.87035 -4.85125
C 2.68327 -2.30694 -4.97702
H -2.60459 4.56598 -2.65143
H -1.65695 1.18120 3.71724
C -2.53538 2.38352 -2.33670
C 1.16940 0.37844 4.53864
H -1.23682 -0.76707 -4.78693
C -4.85456 -2.53482 -3.91851
N -3.43157 -0.88500 -3.23716
N -2.08569 1.32052 -3.14636
H -0.62598 -1.99915 -3.58937
H 2.08893 -2.57478 2.31785
C 1.59609 0.27675 0.62992
N -1.92004 -0.38576 5.21613
H 2.60640 -1.41925 -5.59469
C -2.85306 -1.37809 4.72458
C 4.74860 1.27626 -4.09162
C 2.96628 -4.40805 -4.17451
N 3.14952 0.09270 -2.97716
H 1.54175 2.49429 7.86038
C 1.18393 -2.42798 2.91246
H -5.36540 -3.49559 -3.99159
N 2.41292 -2.28047 -3.60426
C 0.76996 2.55093 1.46758
H -1.18166 1.48259 0.03699
P 1.78015 -0.94266 -2.51881
H -1.48726 3.96052 -5.04225
C 4.31199 0.10304 -2.19063
H -2.02769 -0.57525 2.04401
H 2.47143 -0.36156 0.40717
H -4.11649 0.64161 -4.61694
C -0.74934 -0.91724 -3.79980
Cr 0.71884 -0.53624 2.52497
H -0.37135 -1.76750 5.01509
C -1.38775 0.27951 1.79873
C -1.22446 1.29892 2.71694
C 0.66190 -0.26821 -3.81296
C 1.46480 1.90073 6.94720
C 0.41893 0.10161 5.68488
H 0.36574 2.78252 0.47112
C -0.65487 -0.94446 5.68952
C 0.31820 -0.06403 -0.14492
C -3.81930 -2.22258 -3.04925
H 2.46138 -3.77205 -2.06966
C 1.73189 1.43300 1.39965
H -2.87971 0.05219 7.07388
H 4.30574 -0.39894 -1.23689
H 0.35226 -3.03622 2.54937
H -2.98349 2.18103 -1.37503
H 0.56187 0.81316 -3.63750
C -4.22106 -0.38561 -4.28600
*
```

Computed properties:
Frontier orbital gap (alpha / beta): 0.260 / 0.290 hartree
HOMO (alpha / beta): -7.24 / -8.04 eV
Maximum force: 5.08 eV Å⁻¹
ΔE to the lowest compared entry with this formula, charge and spin: 0.0 kcal/mol
⟨S²⟩: 6.086